<P>
ORCA calculation (the ωB97M-V functional and the def2-TZVPD basis) on a 2-piece molecular cluster, C3H8O3 overall.

Each atom is followed by the atoms it is bonded to, with distances in Å.
Positions of all 14 atoms, in Å:
1 O 0.65334 0.38722 0.24322  C3 1.396, C4 1.410
2 O -1.51149 0.73976 -0.42503  C3 1.353, C5 1.392
3 C -0.21835 0.65484 -0.81421  O1 1.396, O2 1.353, H6 1.107, H7 1.107
4 C -0.01280 0.96711 1.34290  O1 1.410, C5 1.527, H8 1.107, H9 1.107
5 C -1.45192 0.62915 0.96148  O2 1.392, C4 1.527, H10 1.107, H11 1.107
6 H 0.00670 -0.22371 -1.44899  C3 1.107
7 H 0.12339 1.55779 -1.35582  C3 1.107
8 H 0.16289 2.05994 1.32560  C4 1.107
9 H 0.18414 0.61081 2.37233  C4 1.107
10 H -2.07822 1.42397 1.41034  C5 1.107
11 H -1.79094 -0.34019 1.37487  C5 1.107
12 O 1.97650 -2.77426 -1.26395  H13 0.984, H14 0.984
13 H 1.20115 -2.89184 -1.85830  O12 0.984
14 H 2.75559 -2.80058 -1.86444  O12 0.984

For the HOMO energy, the calculation gives -0.353 Eh. The orbital gap comes out at 10.433 eV. Its structure (SMILES) is C1COCO1.O. As for the LUMO energy: 0.82 eV.

Here is what Mulliken gives for the atomic charges, in e: -0.341 -0.317 -0.129 -0.357 -0.391 0.103 0.272 0.263 0.330 0.291 0.277 -0.635 0.316 0.317

***

<Q>
ORCA calculation (the ωB97M-V functional and the def2-TZVPD basis) on a 2-piece molecular cluster, C3H8O3 overall.

Each atom is followed by the atoms it is bonded to, with distances in Å.
Positions of all 14 atoms, in Å:
1 C -1.56134 0.45085 -0.09636  O2 1.431, C3 1.531, H4 1.090, H5 1.089
2 O -1.57625 -0.37979 1.06925  C1 1.431, H6 0.955
3 C -0.74494 -0.18240 -1.22668  C1 1.531, H7 1.100, H8 1.088, H9 1.086
4 H -2.57500 0.65601 -0.43985  C1 1.090
5 H -1.01390 1.34609 0.19557  C1 1.089
6 H -2.29473 -0.99606 0.94553  O2 0.955
7 H -1.07692 -1.22010 -1.37507  C3 1.100
8 H -0.88238 0.31798 -2.18333  C3 1.088
9 H 0.30079 -0.32232 -0.96742  C3 1.086
10 O 2.47485 0.42920 -0.69756  C11 1.189
11 C 2.24474 0.24201 0.45432  O10 1.189, O12 1.351, H13 1.107
12 O 2.80295 -0.63621 1.31587  C11 1.351, H14 0.970
13 H 1.25343 0.60070 0.79144  C11 1.107
14 H 2.64871 -0.30598 2.21429  O12 0.970

For the HOMO energy, the calculation gives -0.385 Eh. The orbital gap comes out at 11.114 eV. Its structure (SMILES) is O=CO.CCO. As for the LUMO energy: 0.64 eV.

Here is what Mulliken gives for the atomic charges, in e: -0.425 -0.498 -0.595 0.356 0.258 0.299 0.268 0.312 0.048 -0.422 0.402 -0.438 0.087 0.348

***

Comparing the structures above, <Q> comes out on top by 0.694 eV.